# C17H26N4O4S2

C17H26N4O4S2 in the gas phase at a distorted geometry (the ωB97M-V functional and the def2-TZVPD basis, OMol25).

M = 414.55 g mol⁻¹
SMILES string = CCN(CC)S(=O)(=O)c1ccc(S(=O)(=O)N2CCN(CCC#N)CC2)cc1
E_LUMO = 0.024 eV
HOMO level = -0.32713 Eh
Orbital gap = 8.9259 eV

Each line ends with the natural charge from an NBO analysis.
Element x y z (Å)
C: -4.37161 2.40403 0.63141  -0.6175
C: -5.55753 1.56980 0.16683  -0.2275
N: -5.11050 0.38222 -0.54099  -0.6914
C: -6.02412 -0.17624 -1.52085  -0.2153
C: -7.34262 -0.66250 -0.92696  -0.6311
S: -4.34995 -0.74013 0.44118  2.3143
O: -4.42707 -2.02821 -0.18464  -0.9363
O: -4.77353 -0.62073 1.80763  -0.9407
C: -2.62881 -0.22607 0.33249  -0.3050
C: -1.86494 -0.13661 1.48043  -0.2002
C: -0.52768 0.21789 1.37710  -0.1808
C: 0.00638 0.46680 0.12751  -0.3163
S: 1.73386 0.91987 -0.04698  2.3146
O: 2.32121 0.96864 1.26485  -0.9475
O: 1.82686 2.08273 -0.87545  -0.9314
N: 2.26147 -0.39090 -0.95281  -0.6715
C: 2.46997 -1.59325 -0.17583  -0.2324
C: 3.81764 -1.57521 0.54917  -0.2536
N: 4.87581 -1.36084 -0.42349  -0.4481
C: 6.20540 -1.57801 0.08526  -0.1831
C: 6.71954 -0.55868 1.13843  -0.5551
C: 7.18568 0.65526 0.52518  0.2840
N: 7.58174 1.60214 0.02025  -0.3267
C: 4.69317 -0.09492 -1.11153  -0.2501
C: 3.36081 -0.12334 -1.85834  -0.2352
C: -0.75669 0.37334 -1.02237  -0.1845
C: -2.09156 0.01973 -0.91833  -0.1366
H: -4.72674 3.35579 1.01901  0.2198
H: -3.83412 1.88749 1.42082  0.2152
H: -3.68977 2.59198 -0.19447  0.2118
H: -6.17094 2.15165 -0.52520  0.2053
H: -6.16536 1.29197 1.03585  0.2062
H: -6.19926 0.58690 -2.28559  0.1984
H: -5.50019 -1.01906 -1.97301  0.2285
H: -7.90657 0.16141 -0.49594  0.2041
H: -7.94582 -1.13066 -1.70043  0.2184
H: -7.13603 -1.39418 -0.14957  0.2211
H: -2.33021 -0.33953 2.43249  0.2501
H: 0.10799 0.31047 2.24392  0.2485
H: 2.42867 -2.44289 -0.86361  0.2131
H: 1.65293 -1.67134 0.54331  0.2170
H: 3.77905 -0.78384 1.31321  0.1977
H: 3.98006 -2.53920 1.03761  0.2052
H: 6.89171 -1.58097 -0.76727  0.2082
H: 6.22123 -2.57342 0.53771  0.2046
H: 7.55583 -1.00128 1.68570  0.2561
H: 5.92620 -0.31856 1.85054  0.2526
H: 4.67880 0.76008 -0.41507  0.1849
H: 5.51316 0.04429 -1.81877  0.2185
H: 3.36850 -0.91230 -2.61556  0.2075
H: 3.16528 0.84099 -2.32597  0.2414
H: -0.29276 0.58401 -1.97227  0.2403
H: -2.72476 -0.06626 -1.78652  0.2301

Cartesian forces (eV/Å) of the 2 atoms listed first:
C -0.284 0.070 -0.037
C 0.093 0.504 0.436